1.
{"formula": "C7H12", "method": "wB97M-V/def2-TZVPD", "elements": ["C", "C", "C", "C", "C", "C", "C", "H", "H", "H", "H", "H", "H", "H", "H", "H", "H", "H", "H"], "positions_angstrom": [[2.08, 1.31, 0.44], [0.84, 0.51, 0.24], [0.74, -1.05, 0.16], [-0.74, -0.69, 0.00], [-1.31, -0.33, -1.32], [-2.10, -1.19, -0.26], [-0.51, 0.54, 0.92], [2.68, 1.12, -0.46], [2.68, 1.11, 1.32], [1.77, 2.36, 0.43], [0.48, 0.99, -0.84], [1.28, -1.51, -0.67], [0.93, -1.64, 1.07], [-1.07, -0.93, -2.20], [-0.97, 0.78, -1.52], [-2.25, -2.26, -0.48], [-2.87, -0.80, 0.40], [-0.64, 0.15, 1.94], [-1.04, 1.50, 0.82]], "lowdin_charge": [-0.08, -0.38, -0.05, -0.51, -0.09, -0.04, -0.09, 0.08, 0.07, 0.08, 0.15, 0.11, 0.12, 0.09, 0.13, 0.10, 0.09, 0.12, 0.12], "homo_energy_ha": -0.3513, "max_force_ev_per_a": 3.12, "charge": 0, "e_above_lowest_kj_mol": 343.33}

***

2.
{"formula": "C4H13N2S", "method": "wB97M-V/def2-TZVPD", "elements": ["C", "N", "C", "C", "S", "C", "N", "H", "H", "H", "H", "H", "H", "H", "H", "H", "H", "H", "H", "H"], "positions_angstrom": [[1.18, 1.45, 0.39], [0.45, 0.27, 1.01], [-0.32, -0.61, 0.09], [-1.73, -0.13, 0.01], [-2.69, -1.02, -1.19], [2.58, 1.03, -0.08], [2.96, -0.12, 0.82], [0.56, 1.89, -0.41], [1.30, 2.21, 1.18], [0.04, 0.61, 1.87], [0.31, -0.59, -0.82], [-0.15, -1.62, 0.54], [-1.69, 0.93, -0.30], [-2.24, -0.06, 0.97], [-3.60, -0.04, -1.30], [2.58, 0.68, -1.17], [3.27, 1.88, -0.07], [3.20, -0.94, 0.23], [3.84, 0.00, 1.33], [1.43, -0.19, 1.37]], "lowdin_charge": [-0.26, -0.07, -0.30, -0.65, 0.69, -0.27, -0.06, 0.12, 0.07, 0.03, 0.12, 0.11, 0.07, 0.06, -0.14, 0.12, 0.10, 0.08, 0.07, 0.10], "homo_energy_ha": [-0.0973, -0.3440], "max_force_ev_per_a": 3.38, "spin_multiplicity": 2, "charge": 0, "e_above_lowest_kj_mol": 292.19, "s_squared": 0.751}

***

3.
{"formula": "C25H39AsN2O3P2S3ScSe2", "method": "wB97M-V/def2-TZVPD", "elements": ["Sc", "Se", "P", "Se", "C", "C", "C", "C", "C", "C", "C", "C", "C", "C", "C", "C", "H", "H", "H", "H", "H", "H", "H", "H", "H", "H", "C", "N", "C", "C", "N", "C", "S", "H", "H", "H", "H", "H", "H", "C", "As", "C", "C", "O", "H", "H", "H", "H", "H", "H", "H", "H", "H", "C", "C", "C", "O", "P", "S", "S", "O", "C", "C", "C", "H", "H", "H", "H", "H", "H", "H", "H", "H", "H", "H", "H", "H", "H"], "positions_angstrom": [[-0.17, -0.27, -0.65], [0.41, -0.11, 2.02], [-0.85, -1.89, 1.94], [-1.38, -2.56, -0.06], [0.00, -3.22, 2.83], [0.52, -2.94, 4.09], [1.12, -3.95, 4.83], [1.21, -5.23, 4.31], [0.70, -5.51, 3.05], [0.09, -4.50, 2.31], [-2.37, -1.58, 2.89], [-3.48, -2.41, 2.71], [-4.62, -2.21, 3.48], [-4.66, -1.20, 4.43], [-3.55, -0.38, 4.61], [-2.41, -0.57, 3.84], [0.47, -1.94, 4.49], [1.53, -3.73, 5.81], [1.68, -6.02, 4.88], [0.77, -6.51, 2.64], [-0.30, -4.72, 1.32], [-3.45, -3.19, 1.97], [-5.47, -2.86, 3.33], [-5.55, -1.06, 5.03], [-3.58, 0.41, 5.36], [-1.55, 0.08, 3.98], [5.18, -2.25, -0.60], [4.73, -0.90, -0.27], [5.52, 0.11, 0.24], [4.73, 1.19, 0.41], [3.47, 0.81, -0.01], [3.46, -0.47, -0.43], [2.20, -1.43, -1.04], [6.27, -2.26, -0.58], [4.83, -2.52, -1.60], [4.79, -2.97, 0.12], [6.57, -0.03, 0.45], [4.94, 2.17, 0.78], [2.65, 1.40, -0.08], [-4.15, 1.39, 1.40], [-3.27, 1.48, -0.27], [-4.31, 0.59, -1.58], [-3.00, 3.31, -0.73], [-1.78, 0.74, -0.11], [-5.10, 1.91, 1.35], [-3.50, 1.84, 2.15], [-4.31, 0.34, 1.66], [-5.18, 1.19, -1.84], [-4.63, -0.36, -1.15], [-3.68, 0.41, -2.45], [-3.91, 3.71, -1.18], [-2.16, 3.37, -1.42], [-2.76, 3.85, 0.18], [2.14, 1.03, -6.34], [2.64, 0.86, -4.92], [3.21, 2.13, -4.32], [1.59, 0.29, -4.07], [0.33, 0.95, -3.43], [-1.01, -0.50, -3.10], [0.75, 1.96, -1.75], [-0.15, 1.99, -4.53], [-1.45, 2.63, -4.47], [-1.22, 4.12, -4.57], [-2.31, 2.07, -5.58], [3.01, 1.13, -7.00], [1.52, 1.91, -6.45], [1.58, 0.15, -6.65], [3.39, 0.08, -4.89], [2.45, 2.92, -4.28], [4.03, 2.48, -4.95], [3.58, 1.96, -3.31], [-1.89, 2.39, -3.50], [-0.79, 4.38, -5.54], [-0.53, 4.46, -3.78], [-2.16, 4.66, -4.46], [-1.84, 2.26, -6.55], [-3.29, 2.56, -5.57], [-2.45, 1.00, -5.46]], "lowdin_charge": [-0.09, 0.39, 0.25, 0.39, -0.40, -0.10, -0.07, -0.07, -0.07, -0.10, -0.40, -0.10, -0.07, -0.07, -0.08, -0.13, 0.09, 0.11, 0.11, 0.11, 0.06, 0.09, 0.11, 0.11, 0.11, 0.06, -0.02, -0.12, -0.04, -0.05, 0.07, -0.73, 0.64, 0.09, 0.08, 0.10, 0.13, 0.12, 0.06, -0.17, 1.04, -0.18, -0.17, -0.68, 0.06, 0.05, 0.04, 0.05, 0.05, 0.01, 0.05, 0.02, 0.05, -0.04, -0.41, -0.06, -0.31, -0.09, 0.37, 0.36, -0.30, -0.48, -0.04, -0.04, 0.09, 0.08, 0.09, 0.14, 0.07, 0.09, 0.07, 0.09, 0.09, 0.08, 0.09, 0.09, 0.09, 0.07], "homo_energy_ha": -0.3771, "max_force_ev_per_a": 0.68, "charge": 1, "e_above_lowest_kj_mol": 49.30}

***

4.
{"formula": "C22H19N10NiO4SSe", "method": "wB97M-V/def2-TZVPD", "elements": ["Ni", "Se", "N", "C", "C", "C", "C", "C", "N", "C", "C", "N", "C", "C", "C", "C", "C", "N", "H", "H", "H", "H", "H", "H", "C", "C", "S", "O", "O", "C", "C", "N", "C", "N", "C", "C", "N", "O", "O", "C", "H", "H", "H", "H", "H", "H", "H", "H", "H", "H", "H", "H", "H", "N", "C", "N", "C", "N"], "positions_angstrom": [[0.11, -0.35, -0.26], [-0.27, -6.01, 4.59], [-1.44, -5.25, 3.48], [-0.84, -4.24, 2.91], [-1.48, -3.37, 1.93], [-2.80, -3.51, 1.47], [-3.28, -2.60, 0.54], [-2.44, -1.59, 0.06], [-1.19, -1.47, 0.50], [-0.73, -2.33, 1.42], [0.65, -2.07, 1.83], [1.24, -1.01, 1.23], [2.52, -0.77, 1.53], [3.24, -1.55, 2.43], [2.62, -2.62, 3.05], [1.29, -2.90, 2.75], [0.52, -4.01, 3.31], [1.02, -4.83, 4.19], [-3.41, -4.31, 1.84], [-4.28, -2.68, 0.16], [-2.76, -0.89, -0.69], [2.98, 0.07, 1.02], [4.27, -1.31, 2.63], [3.15, -3.24, 3.76], [0.23, 8.00, 0.13], [1.63, 8.03, -0.44], [2.68, 6.71, 0.11], [2.40, 6.41, 1.50], [4.02, 6.99, -0.32], [2.13, 5.26, -0.80], [3.03, 4.11, -0.37], [2.53, 2.82, -0.85], [1.67, 2.04, -0.17], [1.37, 0.94, -0.87], [2.06, 1.02, -2.06], [2.77, 2.18, -2.04], [3.61, 2.70, -3.09], [4.01, 1.91, -3.90], [3.81, 3.90, -3.08], [1.16, 2.37, 1.19], [-0.30, 8.90, -0.18], [0.25, 7.96, 1.21], [-0.34, 7.14, -0.24], [2.19, 8.92, -0.14], [1.65, 7.99, -1.53], [2.22, 5.44, -1.87], [1.09, 5.09, -0.53], [3.07, 4.04, 0.72], [4.04, 4.27, -0.74], [2.01, 0.28, -2.83], [1.98, 2.59, 1.88], [0.60, 1.54, 1.59], [0.51, 3.25, 1.17], [1.12, 0.03, -5.96], [0.60, -0.61, -5.15], [0.02, -1.37, -4.25], [-0.24, -0.99, -3.08], [-0.55, -0.72, -1.98]], "lowdin_charge": [0.54, 1.19, -0.21, -0.33, -0.06, 0.05, 0.01, -0.06, 0.02, -0.12, -0.11, 0.06, -0.07, 0.00, 0.05, -0.06, -0.33, -0.21, 0.13, 0.12, 0.12, 0.12, 0.12, 0.13, -0.11, -0.29, 0.64, -0.31, -0.29, -0.20, -0.13, 0.07, -0.30, 0.02, 0.02, -0.10, -0.32, 0.15, 0.11, 0.02, 0.08, 0.08, 0.07, 0.11, 0.11, 0.11, 0.10, 0.12, 0.13, 0.12, 0.10, 0.07, 0.10, 0.12, -0.38, 0.10, -0.32, 0.08], "homo_energy_ha": [-0.4150, -0.4150], "max_force_ev_per_a": 1.02, "charge": 1}

***

5.
{"formula": "C4H31N2O11", "method": "wB97M-V/def2-TZVPD", "elements": ["C", "C", "C", "C", "N", "O", "N", "H", "H", "H", "H", "H", "H", "H", "H", "H", "H", "H", "H", "H", "O", "H", "H", "O", "H", "H", "O", "H", "H", "O", "H", "H", "O", "H", "H", "O", "H", "H", "O", "H", "H", "O", "H", "H", "O", "H", "H", "O"], "positions_angstrom": [[1.51, -2.41, -2.00], [0.35, -1.80, -1.19], [0.21, -0.29, -1.28], [0.43, 0.28, 0.15], [-0.27, 0.00, 1.27], [1.03, 1.34, 0.17], [2.17, -3.49, -1.30], [2.41, -1.78, -2.27], [0.90, -2.72, -3.01], [0.28, -2.17, -0.18], [-0.70, -2.29, -1.54], [-0.80, 0.02, -1.67], [0.87, 0.13, -1.99], [-0.08, 0.63, 2.02], [-0.70, -0.79, 1.53], [1.70, 1.91, -0.88], [1.51, -4.07, -1.01], [2.96, -3.92, -1.77], [2.53, 2.02, -2.38], [1.14, 2.77, -2.53], [2.03, 2.71, -1.82], [-1.60, -2.49, 1.44], [-0.62, -3.66, 1.98], [-0.61, -2.73, 1.57], [-2.65, 2.72, -0.30], [-1.52, 2.97, 0.80], [-2.28, 3.44, 0.28], [-2.81, 1.07, 1.21], [-3.89, 1.66, 0.51], [-3.24, 0.92, 0.35], [-2.92, -2.26, -0.22], [-3.45, -1.25, 0.84], [-3.16, -2.17, 0.69], [-0.65, 3.62, -3.55], [-0.39, 3.79, -1.92], [-0.20, 3.23, -2.77], [3.26, -2.82, 0.51], [2.51, -2.51, 1.92], [3.12, -2.75, 1.33], [3.74, -0.45, 0.14], [2.46, -1.33, 0.38], [2.79, -0.44, 0.12], [-2.90, 2.35, 2.99], [-3.36, 1.04, 3.37], [-2.76, 1.40, 2.88], [1.10, 2.91, 2.17], [0.36, 4.30, 2.61], [0.19, 3.39, 2.37]], "lowdin_charge": [-0.28, -0.22, -0.09, -0.44, 0.27, 0.01, 0.02, 0.12, 0.14, 0.05, 0.15, 0.15, 0.09, 0.11, 0.02, 0.17, 0.02, 0.11, 0.14, 0.11, -0.03, 0.04, 0.10, -0.14, 0.03, 0.05, -0.12, -0.04, 0.08, -0.11, 0.04, 0.04, -0.02, 0.10, 0.15, -0.03, -0.09, -0.01, 0.08, 0.06, 0.02, -0.03, 0.10, -0.03, 0.05, 0.10, 0.04, -0.09], "homo_energy_ha": -0.4374, "max_force_ev_per_a": 9.19, "charge": 1, "e_above_lowest_kj_mol": 573.55}

***

6.
{"formula": "C4H7ClN3", "method": "wB97M-V/def2-TZVPD", "elements": ["N", "N", "C", "C", "Cl", "C", "N", "C", "H", "H", "H", "H", "H", "H", "H"], "positions_angstrom": [[-1.44, 1.06, -0.67], [-0.65, 0.55, 0.50], [0.94, 0.94, 0.58], [1.75, 0.12, -0.10], [3.48, 0.54, -0.20], [1.29, -1.31, -0.43], [0.10, -1.69, -0.19], [-0.82, -0.96, 0.62], [-2.33, 0.41, -0.54], [-1.12, 0.91, -1.65], [-1.75, 2.05, -0.48], [1.04, 1.82, 1.17], [1.91, -2.02, -1.00], [-1.81, -1.45, 0.64], [-0.59, -0.98, 1.73]], "lowdin_charge": [0.17, -0.10, -0.01, -0.59, 0.69, -0.11, 0.05, -0.21, 0.21, 0.18, 0.19, 0.11, 0.13, 0.14, 0.16], "smiles": "[NH3+]N1C=C(Cl)C=NC1", "homo_energy_ha": -0.5090, "max_force_ev_per_a": 4.18, "charge": 1, "e_above_lowest_kj_mol": 324.92}